1.
ORCA calculation (the ωB97M-V functional and the def2-TZVPD basis) on a molecular structure, C4H10N2O2 in a non-equilibrium geometry.

Positions of all 18 atoms, in Å:
C (-2.245, 0.082, 0.053)
C (-3.666, 0.122, 0.140)
C (2.226, -0.142, 0.140)
C (3.662, -0.235, 0.062)
H (-0.770, -1.148, -0.383)
H (-2.498, -1.966, -0.127)
H (-3.649, 0.383, 1.284)
H (-4.273, -0.915, -0.472)
H (-4.263, 1.242, -0.302)
H (0.810, 1.569, -0.018)
H (2.698, 1.842, -0.090)
H (4.185, 0.734, -0.482)
H (3.734, -0.954, -0.664)
H (4.055, -0.525, 1.021)
N (-1.737, -1.190, -0.248)
N (1.802, 1.193, -0.196)
O (-1.525, 1.016, 0.078)
O (1.456, -1.108, 0.203)

* HOMO energy: -9.689 eV
* multiplicity: 1
* orbital gap: 10.5 eV
* charge: 0
* max |F|: 5.869 eV/Å
* ΔE to the lowest compared entry with this formula, charge and spin: 383.7 kJ/mol

---

2.
ORCA calculation (the ωB97M-V functional and the def2-TZVPD basis) on C4H10N2O2 in the gas phase in a non-equilibrium geometry.

Positions of all 18 atoms, in Å:
C (-0.384, -0.159, -1.453)
N (-0.333, 0.989, -2.349)
C (0.072, 0.277, -0.064)
C (1.512, 0.803, -0.080)
N (-0.027, -0.816, 0.896)
C (-0.583, -0.649, 2.114)
O (-0.596, -1.854, 2.796)
O (-0.986, 0.378, 2.586)
H (0.373, -0.863, -1.778)
H (-1.370, -0.638, -1.416)
H (-0.614, 0.728, -3.295)
H (-1.058, 1.662, -2.114)
H (-0.524, 1.072, 0.378)
H (1.705, 1.481, -0.900)
H (2.187, -0.057, -0.221)
H (1.744, 1.193, 0.913)
H (0.286, -1.746, 0.662)
H (-1.404, -1.802, 3.326)

* SMILES: C[C@@H](CN)NC(=O)O
* HOMO energy: -9.730 eV
* multiplicity: 1
* orbital gap: 10.5 eV
* charge: 0
* max |F|: 1.180 eV/Å
* ΔE to the lowest compared entry with this formula, charge and spin: 72.9 kJ/mol

---

3.
ORCA calculation (the ωB97M-V functional and the def2-TZVPD basis) on C4H10N2O2 in the gas phase in a non-equilibrium geometry.

Positions of all 18 atoms, in Å:
N (-0.189, 0.074, 2.030)
C (0.500, -0.303, 0.778)
C (-0.443, -1.292, -0.015)
C (-0.046, -1.406, -1.449)
O (-1.746, -0.938, 0.108)
C (0.541, 0.979, -0.138)
N (1.766, 1.648, -0.265)
O (-0.299, 1.299, -0.969)
H (-0.977, -0.574, 2.318)
H (-0.341, 1.110, 2.050)
H (1.499, -0.783, 1.121)
H (-0.526, -2.287, 0.276)
H (-0.582, -2.301, -1.883)
H (-0.471, -0.458, -1.867)
H (1.052, -1.493, -1.429)
H (-1.929, 0.002, -0.372)
H (2.535, 1.611, 0.285)
H (1.741, 2.367, -1.028)

* SMILES: C[C@H](O)[C@H](N)C(N)=O
* HOMO energy: -9.071 eV
* multiplicity: 1
* orbital gap: 9.9 eV
* charge: 0
* max |F|: 5.401 eV/Å
* ΔE to the lowest compared entry with this formula, charge and spin: 276.1 kJ/mol

---

4.
ORCA calculation (the ωB97M-V functional and the def2-TZVPD basis) on 2 unconnected molecules or ions with the total composition C4H10N2O2 in a non-equilibrium geometry.

Positions of all 18 atoms, in Å:
C (2.177, 0.261, -0.067)
C (3.601, -0.327, 0.033)
C (-1.925, -0.011, -0.098)
C (-3.518, 0.070, 0.049)
H (0.160, -0.520, -0.023)
H (1.360, -1.864, -0.406)
H (4.205, 0.065, -0.798)
H (3.453, -1.412, 0.184)
H (4.132, 0.015, 0.917)
H (-0.286, 1.413, -0.285)
H (-1.859, 1.855, 0.475)
H (-4.134, 0.931, 0.065)
H (-3.512, -0.244, 1.134)
H (-3.976, -0.780, -0.595)
N (1.170, -0.825, -0.128)
N (-1.232, 1.137, -0.299)
O (1.707, 1.374, -0.054)
O (-1.524, -1.137, -0.106)

* SMILES: CC(N)=O.CC(N)=O
* HOMO energy: -9.568 eV
* multiplicity: 1
* orbital gap: 10.3 eV
* charge: 0
* max |F|: 7.786 eV/Å
* ΔE to the lowest compared entry with this formula, charge and spin: 271.5 kJ/mol

---

5.
ORCA calculation (the ωB97M-V functional and the def2-TZVPD basis) on a molecular structure, C4H10N2O2Sn in a non-equilibrium geometry.

Positions of all 19 atoms, in Å:
Sn (2.805, 0.680, 2.416)
O (-0.063, 0.938, 1.742)
C (-1.002, 1.139, 0.990)
N (-0.798, 1.743, -0.178)
C (-2.477, 0.766, 1.333)
H (0.175, 1.920, -0.384)
H (-1.472, 1.879, -0.918)
H (-3.068, 1.462, 0.739)
H (-2.721, 0.945, 2.380)
H (-2.725, -0.273, 1.113)
O (2.058, -1.445, 0.598)
C (1.498, -1.446, -0.541)
N (0.687, -2.445, -0.880)
C (1.620, -0.253, -1.434)
H (0.425, -3.177, -0.236)
H (0.129, -2.477, -1.722)
H (0.860, 0.491, -1.197)
H (1.433, -0.590, -2.453)
H (2.634, 0.142, -1.368)

* HOMO energy: -17.689 eV
* multiplicity: 1
* orbital gap: 6.5 eV
* charge: +2
* max |F|: 3.316 eV/Å
* ΔE to the lowest compared entry with this formula, charge and spin: 97.8 kJ/mol

---

6.
ORCA calculation (the ωB97M-V functional and the def2-TZVPD basis) on 2 unconnected molecules or ions with the total composition C4H10N2O4S in a non-equilibrium geometry.

Positions of all 21 atoms, in Å:
C (-0.350, -0.728, -1.206)
C (-1.769, -0.776, 0.882)
C (2.459, 0.465, 0.506)
C (-1.302, -0.233, -0.421)
N (0.230, -0.185, -2.260)
N (2.179, -0.016, 1.621)
O (-2.922, 1.760, -0.046)
O (0.070, -2.013, -1.131)
O (-0.508, 2.191, -0.065)
O (-1.716, 1.780, -2.218)
S (-1.771, 1.411, -0.840)
H (-1.245, -1.749, 1.066)
H (-1.697, -0.239, 1.896)
H (-2.796, -0.957, 0.742)
H (3.500, 0.968, 0.398)
H (1.699, 0.680, -0.351)
H (-0.236, 0.610, -2.644)
H (0.982, -0.879, -2.602)
H (1.120, -0.374, 1.655)
H (-0.855, 2.755, 0.614)
H (-0.154, -2.456, -0.355)

* SMILES: C/C(=C(/N)O)S(=O)(=O)O.C=N
* HOMO energy: -9.001 eV
* multiplicity: 1
* orbital gap: 9.4 eV
* charge: 0
* max |F|: 3.569 eV/Å
* ΔE to the lowest compared entry with this formula, charge and spin: 162.7 kJ/mol